[1]
A 5-piece molecular cluster, C37H83BFN2O11 overall, computed with ωB97M-V/def2-TZVPD.

Computed properties:
Spin multiplicity   1
Gap between HOMO and LUMO   8.66 eV
ΔE to the lowest compared entry with this formula, charge and spin   524.74 kJ/mol
HOMO energy   -0.4049 hartree
Charge   +1

Structure (XYZ):
```
135
C37H83BFN2O11 (ωB97M-V/def2-TZVPD)
C 7.2766 3.0890 2.9950
C 7.3008 3.4805 1.4356
O 5.9372 3.7018 0.9728
C 5.7130 2.7541 -0.1016
C 5.4154 1.3153 0.5825
O 4.2009 0.7746 0.0064
C 3.2093 0.4466 0.9796
C 2.8435 -1.1531 1.0548
C 4.1247 -2.0596 0.6974
C 4.1436 -3.4936 1.4114
C 4.2552 -3.4579 3.0105
C 5.5877 -2.7770 3.5860
N 5.5030 -1.2636 3.6730
C 1.6292 -1.1052 -0.0378
C 0.8349 -2.5239 -0.2203
C 1.6213 -3.5708 -1.1464
O 0.7375 -4.0926 -2.2090
C -0.1571 -5.0143 -1.5424
O 0.1808 -6.1998 -1.3250
N 0.7625 0.1381 0.1219
C 0.0904 0.5941 -1.1421
C 0.9845 0.7521 -2.4451
F 2.3777 0.9881 -2.2665
C -0.4631 -0.1191 1.0092
C -0.1580 -0.7810 2.4297
C -1.3145 -0.3007 3.4681
O -1.4548 -1.3406 4.4886
C 1.7154 1.0989 0.8246
C 1.8477 2.6110 0.3210
B 0.9529 3.6818 1.1982
O 0.2467 4.7126 0.4788
O 0.8651 3.6811 2.6414
H 8.3579 3.2007 3.3838
H 6.9692 2.0077 3.1984
H 6.5378 3.7858 3.5111
H 7.8528 4.4777 1.3378
H 7.8790 2.6842 0.8568
H 6.5557 2.7184 -0.8802
H 4.7544 3.0206 -0.6857
H 6.2784 0.6233 0.2331
H 5.4628 1.3219 1.7193
H 3.4797 0.6347 2.0903
H 2.5849 -1.5031 2.1087
H 5.0529 -1.4881 1.0769
H 4.2019 -2.1582 -0.4431
H 5.0062 -4.1284 1.0018
H 3.1614 -4.0569 1.1687
H 3.3678 -2.9137 3.5206
H 4.2072 -4.5373 3.4076
H 6.5442 -3.1316 3.0738
H 5.6754 -3.1229 4.6875
H 6.2447 -0.8573 3.0843
H 4.5708 -0.9361 3.3844
H 2.2757 -1.1559 -0.9984
H -0.1635 -2.2770 -0.7292
H 0.6897 -3.0397 0.8041
H 1.9808 -4.4987 -0.5589
H 2.5383 -3.1574 -1.6816
H -1.1618 -4.5874 -1.1767
H -0.8055 -0.0637 -1.4605
H -0.3872 1.6249 -0.9222
H 0.8587 -0.1759 -3.1197
H 0.5495 1.6261 -3.0635
H -1.2134 -0.8372 0.5052
H -0.9545 0.9060 1.1996
H 0.8430 -0.5139 2.9001
H -0.2202 -1.9346 2.4416
H -2.2982 -0.1734 2.8810
H -0.9980 0.6543 4.0096
H -2.2483 -1.1384 5.0444
H 1.5032 1.2978 1.9463
H 2.9410 2.9599 0.4770
H 1.5976 2.8218 -0.7642
H -0.2046 5.3169 1.1122
H -0.0451 3.3326 2.8293
C -0.7435 -2.5794 -5.0556
C -1.8785 -2.9102 -4.1028
O -2.7416 -1.8094 -3.8456
C -3.4258 -1.2643 -4.9684
C -4.3472 -2.2561 -5.6569
H -0.1896 -1.7037 -4.7051
H -0.0557 -3.4233 -5.1357
H -1.1119 -2.3535 -6.0577
H -1.4509 -3.2022 -3.1414
H -2.4553 -3.7690 -4.4608
H -2.7096 -0.8361 -5.6766
H -4.0248 -0.4328 -4.5901
H -3.7869 -3.0736 -6.1178
H -4.9232 -1.7594 -6.4415
H -5.0401 -2.6996 -4.9376
C -2.1318 4.6277 -1.6286
C -3.2712 4.2996 -0.6792
O -4.1435 5.3926 -0.4422
C -4.8245 5.9174 -1.5764
C -5.7320 4.9093 -2.2590
H -1.5886 5.5112 -1.2862
H -1.4357 3.7881 -1.6925
H -2.4949 4.8370 -2.6366
H -2.8512 4.0247 0.2922
H -3.8384 3.4307 -1.0304
H -4.1069 6.3435 -2.2848
H -5.4336 6.7479 -1.2129
H -5.1607 4.0906 -2.7060
H -6.3069 5.3910 -3.0534
H -6.4261 4.4689 -1.5395
C 5.2450 -8.5035 2.2930
C 4.1049 -8.8249 3.2437
O 3.2435 -7.7208 3.4901
C 2.5668 -7.1828 2.3632
C 1.6452 -8.1761 1.6767
H 5.7992 -7.6270 2.6397
H 5.9311 -9.3495 2.2218
H 4.8813 -8.2839 1.2871
H 4.5238 -9.1099 4.2112
H 3.5274 -9.6846 2.8893
H 3.2885 -6.7607 1.6551
H 1.9674 -6.3467 2.7332
H 2.2049 -8.9982 1.2237
H 1.0737 -7.6827 0.8856
H 0.9477 -8.6127 2.3958
C -9.9863 8.1221 -1.6720
C -9.8110 6.7088 -2.1997
O -8.8934 5.9302 -1.4425
C -9.2220 5.7132 -0.0767
C -10.5314 4.9691 0.1212
H -9.0175 8.6192 -1.5749
H -10.6161 8.7049 -2.3469
H -10.4577 8.1290 -0.6874
H -9.4075 6.7599 -3.2136
H -10.7744 6.1939 -2.2738
H -9.2232 6.6627 0.4678
H -8.4106 5.1140 0.3438
H -11.3859 5.5601 -0.2180
H -10.6819 4.7373 1.1788
H -10.5327 4.0361 -0.4480
```

***

[2]
A 5-piece molecular cluster, C27H65FN2O2S overall, computed with ωB97M-V/def2-TZVPD.

Computed properties:
Spin multiplicity   1
Gap between HOMO and LUMO   10.12 eV
HOMO energy   -0.3517 hartree
Structure (SMILES)   CNCN(C)S(=O)(=O)F.CCCCCC.CCCCCC.CCCCCC.CCCCCC

Structure (XYZ):
```
98
C27H65FN2O2S (ωB97M-V/def2-TZVPD)
C 5.9188 -2.0628 1.0808
N 4.6150 -2.6774 1.3317
C 3.8107 -2.1551 2.3996
N 2.6558 -1.3369 1.9576
C 1.7825 -2.0084 0.9863
S 2.9771 0.2195 1.6143
O 1.7716 0.9005 1.3041
O 4.1407 0.4068 0.8148
F 3.4082 0.6567 3.0576
H 6.7159 -2.8048 1.1604
H 5.9594 -1.6274 0.0819
H 6.1273 -1.2572 1.7862
H 4.6961 -3.6781 1.4124
H 3.3661 -2.9741 2.9672
H 4.3850 -1.5447 3.0993
H 1.0817 -1.2944 0.5645
H 2.3700 -2.4622 0.1872
H 1.2137 -2.7761 1.5114
C 1.2621 0.3697 -2.4552
C -0.0283 -0.3078 -2.0063
C -0.1249 -1.7767 -2.4142
C -0.1062 -2.0226 -3.9241
C -1.1921 -1.2806 -4.7023
C -2.6087 -1.6539 -4.2790
H 1.3544 0.3844 -3.5424
H 1.3024 1.4012 -2.1036
H 2.1345 -0.1504 -2.0511
H -0.8890 0.2436 -2.3972
H -0.1074 -0.2388 -0.9181
H -1.0361 -2.2046 -1.9860
H 0.7077 -2.3281 -1.9631
H -0.2126 -3.0975 -4.1026
H 0.8715 -1.7464 -4.3279
H -1.0653 -1.4958 -5.7664
H -1.0537 -0.2009 -4.5955
H -2.7780 -2.7275 -4.3898
H -3.3505 -1.1346 -4.8871
H -2.8000 -1.3927 -3.2368
C -1.7794 1.9884 0.8075
C -3.1879 2.5170 0.5639
C -3.6534 2.3333 -0.8810
C -2.7863 3.0332 -1.9307
C -2.6171 4.5359 -1.7132
C -3.9371 5.2978 -1.7201
H -1.0396 2.5267 0.2131
H -1.4871 2.0839 1.8536
H -1.7151 0.9315 0.5380
H -3.2362 3.5740 0.8440
H -3.8912 1.9995 1.2221
H -4.6874 2.6787 -0.9689
H -3.6749 1.2626 -1.1112
H -3.2313 2.8626 -2.9166
H -1.7980 2.5655 -1.9617
H -1.9612 4.9341 -2.4915
H -2.1020 4.7152 -0.7649
H -4.4701 5.1575 -2.6632
H -3.7761 6.3680 -1.5819
H -4.5910 4.9592 -0.9150
C 6.5672 -5.5638 -1.3438
C 5.9538 -6.4670 -0.2794
C 6.6904 -6.4192 1.0587
C 8.1502 -6.8738 1.0083
C 8.3598 -8.2882 0.4696
C 7.6698 -9.3652 1.2999
H 7.5876 -5.8601 -1.5908
H 5.9847 -5.5921 -2.2652
H 6.5946 -4.5266 -1.0004
H 5.9145 -7.4961 -0.6467
H 4.9140 -6.1689 -0.1155
H 6.1435 -7.0230 1.7881
H 6.6654 -5.3910 1.4397
H 8.5669 -6.8137 2.0186
H 8.7305 -6.1728 0.4025
H 9.4332 -8.4910 0.4385
H 8.0131 -8.3477 -0.5660
H 8.0127 -9.3361 2.3366
H 7.8812 -10.3601 0.9067
H 6.5859 -9.2394 1.3046
C -4.7174 6.4317 2.0395
C -5.7532 5.7209 2.9033
C -6.9564 5.2158 2.1081
C -7.7528 6.3052 1.3871
C -8.2821 7.4165 2.2923
C -9.2376 6.9195 3.3718
H -5.1238 7.3320 1.5759
H -3.8478 6.7277 2.6276
H -4.3742 5.7721 1.2396
H -6.0839 6.3879 3.7047
H -5.2832 4.8664 3.3974
H -7.6178 4.6592 2.7776
H -6.6071 4.4930 1.3628
H -8.5971 5.8346 0.8730
H -7.1350 6.7501 0.6021
H -8.7946 8.1558 1.6713
H -7.4466 7.9448 2.7604
H -10.0902 6.4010 2.9272
H -9.6242 7.7478 3.9669
H -8.7470 6.2256 4.0561
```

***

[3]
C35H43ClMgP2Si2 as an isolated structure, computed with ωB97M-V/def2-TZVPD.

Computed properties:
Spin multiplicity   1
Gap between HOMO and LUMO (spin up / spin down)   5.76 / 5.17 eV
ΔE to the lowest compared entry with this formula, charge and spin   483.07 kJ/mol
HOMO energy (spin up / spin down)   -0.2052 / -0.1928 hartree

Structure (XYZ):
```
84
C35H43ClMgP2Si2 (ωB97M-V/def2-TZVPD)
C 1.8078 2.8558 2.7948
C 2.0203 1.4437 2.7163
C 2.9460 1.2099 1.6522
H 1.6162 0.6884 3.4170
C 3.1489 2.4553 0.9636
C 2.4188 3.4665 1.6603
H 2.4196 4.5464 1.4410
H 1.3096 3.3969 3.6081
H 3.4185 0.2547 1.4164
H 3.7462 2.6151 0.0568
Mg 1.1866 1.5507 0.4473
Si -3.0991 -0.3877 -0.8823
C -2.4504 -1.5975 0.6692
C -3.3227 -2.5645 1.2583
H -4.3891 -2.6416 0.9347
C -2.8965 -3.5020 2.2550
H -3.6142 -4.2685 2.6192
C -1.5905 -3.4630 2.7727
H -1.2462 -4.2207 3.4960
C -0.7571 -2.4275 2.3151
H 0.2572 -2.3294 2.7090
C -1.1771 -1.5390 1.3019
H -0.4463 -0.7998 0.9127
C 1.5414 -0.6552 -0.4838
C 2.6505 -1.3778 -0.0315
H 2.5907 -2.0653 0.8120
C 3.8135 -1.2362 -0.8037
H 4.5390 -2.0542 -0.8034
C 3.9639 -0.1542 -1.6930
H 4.8190 -0.0999 -2.3707
C 2.9820 0.8298 -1.8387
H 3.0721 1.7611 -2.4226
C 1.6740 0.5404 -1.3423
H 0.7999 1.2424 -1.4696
H -1.8854 0.5986 -1.1455
Si 0.5610 -1.4217 -1.7970
C 1.2689 -1.7366 -3.5159
C 1.7658 -3.0261 -3.8367
H 1.6151 -3.8628 -3.1343
C 2.4596 -3.2506 -5.0314
H 2.8307 -4.2474 -5.2614
C 2.7062 -2.1898 -5.9197
H 3.3533 -2.3346 -6.7884
C 2.1310 -0.9288 -5.6817
H 2.2777 -0.1151 -6.4141
C 1.3920 -0.7136 -4.4900
H 0.9319 0.2830 -4.3328
C -0.1658 -3.0054 -1.2464
C 0.5653 -3.9445 -0.5275
H 1.5963 -3.7581 -0.2453
C -0.0213 -5.1794 -0.2309
H 0.5387 -5.9026 0.3637
C -1.3059 -5.4693 -0.6809
H -1.7538 -6.4391 -0.4533
C -2.0221 -4.5281 -1.4160
H -3.0460 -4.7271 -1.7270
C -1.4219 -3.3439 -1.7730
H -1.9498 -2.7080 -2.4808
H -3.7671 -0.6168 -2.2326
Cl -4.8355 0.3644 -0.1197
C -0.9959 4.1952 -1.4002
P -0.6955 3.7298 0.3326
C -0.3113 5.3751 1.0995
C -2.5371 3.6415 0.8268
C -2.7931 2.6693 1.9505
P -1.2083 2.0868 2.7437
C -1.8712 0.7033 3.7400
C -1.1766 3.3551 4.0747
H -0.0453 4.4060 -1.8910
H -1.6427 5.0749 -1.4597
H -1.4810 3.3584 -1.9078
H -0.0643 5.2965 2.1724
H 0.5626 5.8025 0.5788
H -1.1787 6.0472 0.9751
H -2.8458 4.6660 1.0640
H -3.0670 3.3334 -0.0803
H -3.3942 3.1301 2.7389
H -3.3208 1.7879 1.5725
H -1.0260 0.2329 4.2737
H -2.5960 1.1060 4.4684
H -2.3496 -0.0554 3.0978
H -0.3102 3.1942 4.7138
H -2.0801 3.2264 4.6700
H -1.1433 4.3678 3.6768
```